C5H9N3 | ωB97M-V with the def2-TZVPD basis set

Each line ends with the Löwdin charge.
Atoms and positions in Å:
1 C -2.131 0.897 -1.332  -0.346
2 C 0.573 0.821 1.113  -0.287
3 C -0.695 -1.250 1.635  -0.083
4 C 0.105 1.968 -1.750  -0.105
5 C 0.499 -0.577 0.874  -0.223
6 N -3.010 0.089 -1.492  0.120
7 N 0.829 1.916 1.388  0.157
8 N -1.007 1.267 -1.151  0.007
9 H -1.424 -1.544 0.880  0.061
10 H -1.252 -0.545 2.297  0.086
11 H -0.436 -2.065 2.288  0.059
12 H -0.242 2.855 -2.380  0.100
13 H 0.718 2.189 -0.807  0.053
14 H 0.672 1.285 -2.384  0.072
15 H 0.418 -0.704 -0.268  0.135
16 H 1.308 -1.201 1.157  0.096
17 H -4.023 0.045 -1.167  0.097

The structure (SMILES) is CN=C=N.CCC#N. Its frontier orbital gap is 10.22 eV. The calculation puts the HOMO energy at -9.5 eV. The energy relative to the best compared isomer or geometry (same formula, charge and spin) comes out at 2.527 eV. As for the total charge: 0.

=====

C5H9N3 | ωB97M-V with the def2-TZVPD basis set

Each line ends with the Löwdin charge.
Atoms and positions in Å:
1 C 3.354 -0.644 0.003  -0.005
2 C -0.073 -0.127 0.066  -0.330
3 C 2.110 -0.567 0.312  -0.257
4 C -2.522 0.213 -0.423  -0.101
5 C -1.530 -0.510 0.541  -0.186
6 N 0.374 1.331 -0.056  -0.119
7 N 0.988 -0.696 0.806  0.088
8 N 1.507 1.592 -0.070  0.106
9 H 4.055 0.156 0.102  0.047
10 H 3.833 -1.435 -0.547  0.050
11 H -0.070 -0.486 -0.947  0.130
12 H -3.533 -0.030 -0.031  0.087
13 H -2.234 1.177 -0.470  0.000
14 H -2.385 -0.319 -1.410  0.093
15 H -1.876 -0.214 1.552  0.104
16 H -1.641 -1.614 0.600  0.113
17 H -0.357 2.174 -0.027  0.180

Its frontier orbital gap is 8.74 eV. The calculation puts the HOMO energy at -8.0 eV. The energy relative to the best compared isomer or geometry (same formula, charge and spin) comes out at 5.173 eV. As for the total charge: 0.

=====

C5H9N3 | ωB97M-V with the def2-TZVPD basis set

Each line ends with the Löwdin charge.
Atoms and positions in Å:
1 C 0.025 -0.931 1.063  -0.035
2 C 0.034 -0.330 -0.361  -0.527
3 C -1.428 -0.313 -0.795  -0.037
4 C -0.004 0.995 -0.083  -0.381
5 C 1.372 1.225 0.275  -0.084
6 H 1.026 -1.011 1.483  0.074
7 H -0.233 -1.971 0.823  0.080
8 H -0.584 -0.660 1.980  0.114
9 H -1.550 -0.324 -1.820  0.080
10 H -2.248 -0.963 -0.571  0.105
11 H -1.868 1.113 0.790  0.063
12 H 0.090 1.516 -1.116  0.179
13 H 1.702 2.092 0.875  0.123
14 H 1.774 -1.369 -1.014  0.101
15 N -1.524 1.150 -0.144  0.080
16 N 2.108 0.310 -0.366  0.019
17 N 1.309 -0.528 -1.019  0.045

The structure (SMILES) is C[C@@]12CN[C@H]1C=NN2. Its frontier orbital gap is 9.21 eV. The calculation puts the HOMO energy at -8.3 eV. The energy relative to the best compared isomer or geometry (same formula, charge and spin) comes out at 6.359 eV. As for the total charge: 0.

=====

C5H9N3 | ωB97M-V with the def2-TZVPD basis set

Each line ends with the Löwdin charge.
Atoms and positions in Å:
1 C 0.204 -1.692 0.736  -0.141
2 C -0.826 -0.813 -1.413  -0.171
3 C -0.635 0.343 -0.410  -0.256
4 C -0.148 1.758 -0.511  -0.123
5 C 0.543 -0.179 0.412  -0.293
6 H 1.079 -2.401 0.902  0.110
7 H -0.445 -1.647 1.745  0.144
8 H -1.306 -2.535 -0.437  0.109
9 H -0.160 -0.687 -2.275  0.108
10 H -1.880 -1.100 -1.692  0.125
11 H -1.474 0.212 0.279  0.145
12 H -0.275 2.493 -1.313  0.107
13 H 1.672 1.085 1.762  0.113
14 H 1.402 -0.045 -0.242  0.136
15 N -0.422 -1.996 -0.602  -0.093
16 N 0.619 2.142 0.469  0.022
17 N 0.740 1.015 1.331  -0.042

The structure (SMILES) is C1=NN[C@H]2CNC[C@H]12. Its frontier orbital gap is 9.74 eV. The calculation puts the HOMO energy at -8.7 eV. The energy relative to the best compared isomer or geometry (same formula, charge and spin) comes out at 3.045 eV. As for the total charge: 0.

=====

C5H9N3 | ωB97M-V with the def2-TZVPD basis set

Each line ends with the Löwdin charge.
Atoms and positions in Å:
1 C -1.546 -1.091 -0.683  -0.278
2 C -1.222 0.069 0.249  -0.221
3 C 0.034 0.642 0.124  -0.344
4 C 1.063 0.556 1.164  -0.032
5 N 2.048 1.449 0.737  -0.012
6 C 1.759 1.937 -0.501  -0.208
7 N 0.552 1.518 -0.785  0.068
8 N -0.693 -2.269 -0.362  -0.033
9 H -1.421 -0.830 -1.799  0.129
10 H -2.556 -1.514 -0.528  0.107
11 H -1.409 -0.273 1.359  0.154
12 H -2.023 0.801 0.175  0.114
13 H 0.933 0.086 2.160  0.115
14 H 2.912 1.663 1.407  0.201
15 H 2.456 2.514 -1.120  0.118
16 H -1.146 -3.050 -0.809  0.043
17 H 0.261 -2.210 -0.789  0.079

The structure (SMILES) is NCCc1c[nH]cn1. Its frontier orbital gap is 9.16 eV. The calculation puts the HOMO energy at -8.3 eV. The energy relative to the best compared isomer or geometry (same formula, charge and spin) comes out at 1.486 eV. As for the total charge: 0.

=====

C5H9N3 | ωB97M-V with the def2-TZVPD basis set

Each line ends with the Löwdin charge.
Atoms and positions in Å:
1 C -2.316 1.608 -1.724  0.490
2 C -0.529 0.381 -0.533  -0.028
3 C 0.916 -0.998 0.722  0.007
4 C 1.347 -1.246 -0.801  -0.164
5 C -0.163 0.971 1.835  -0.006
6 N -1.452 1.116 -1.078  0.245
7 N 0.028 0.222 0.653  -0.035
8 N 0.177 -1.007 -1.590  0.167
9 H -3.332 1.777 -1.972  0.166
10 H 0.271 -1.782 1.052  0.139
11 H 1.827 -0.947 1.375  0.170
12 H 2.200 -0.729 -1.140  0.116
13 H 1.537 -2.293 -1.070  0.160
14 H -0.734 1.907 1.719  0.109
15 H -0.888 0.481 2.628  0.176
16 H 0.845 1.193 2.438  0.183
17 H 0.267 -0.654 -2.515  0.103

Its frontier orbital gap (spin up / spin down) is 6.93 / 6.93 eV. The calculation puts the HOMO energy (spin up / spin down) at -18.8 / -18.8 eV. The energy relative to the best compared isomer or geometry (same formula, charge and spin) comes out at 5.262 eV. As for the total charge: +2.

=====

C5H9N3O | ωB97M-V with the def2-TZVPD basis set

Each line ends with the Löwdin charge.
Atoms and positions in Å:
1 C -2.228 1.147 -0.047  0.045
2 C -0.973 1.432 0.391  0.015
3 C -2.362 -0.386 -0.035  -0.473
4 C 1.128 0.197 -1.266  -0.058
5 C 1.972 -0.704 0.935  -0.086
6 N -1.106 -0.833 0.262  0.101
7 N -0.199 0.140 0.673  -0.132
8 N 1.074 0.113 0.193  -0.296
9 O -3.307 -1.124 -0.167  0.050
10 H -2.818 1.994 -0.455  0.113
11 H -0.365 2.211 0.498  0.067
12 H 0.632 -0.782 -1.583  0.099
13 H 0.559 0.927 -1.774  0.054
14 H 2.250 0.395 -1.490  0.119
15 H 2.917 -0.398 0.573  0.058
16 H 1.958 -0.807 2.007  0.078
17 H 1.807 -1.831 0.591  0.112
18 H -0.938 -1.690 0.692  0.134

The structure (SMILES) is CN(C)n1ccc(=O)[nH]1. Its frontier orbital gap is 9.38 eV. The calculation puts the HOMO energy at -8.6 eV. The energy relative to the best compared isomer or geometry (same formula, charge and spin) comes out at 4.234 eV. As for the total charge: 0.

=====

C5H9N3O2 | ωB97M-V with the def2-TZVPD basis set

Each line ends with the Löwdin charge.
Atoms and positions in Å:
1 C 1.380 0.225 -0.359  -0.090
2 C 2.042 -1.035 0.354  -0.177
3 C 0.254 0.993 0.255  -0.168
4 C -2.047 0.028 0.170  -0.099
5 C -1.070 1.042 -0.397  -0.198
6 N 1.956 -0.994 1.723  -0.098
7 N 1.399 -0.299 2.466  0.220
8 N 0.619 1.968 1.156  -0.441
9 O 1.776 2.198 1.337  0.046
10 O -0.280 2.677 1.571  0.059
11 H 2.143 0.912 -0.495  0.090
12 H 1.123 -0.149 -1.309  0.098
13 H 1.724 -2.122 0.124  0.153
14 H 3.082 -0.939 0.082  0.114
15 H -1.706 -1.016 0.413  0.084
16 H -2.963 -0.182 -0.480  0.089
17 H -2.496 0.424 1.089  0.075
18 H -1.383 2.053 -0.220  0.105
19 H -0.855 0.835 -1.495  0.137

Its frontier orbital gap (spin up / spin down) is 9.26 / 6.54 eV. The calculation puts the HOMO energy (spin up / spin down) at -8.9 / -8.0 eV. The energy relative to the best compared isomer or geometry (same formula, charge and spin) comes out at 7.001 eV. As for the total charge: 0.

=====

C5H9N3O2 | ωB97M-V with the def2-TZVPD basis set

Each line ends with the Löwdin charge.
Atoms and positions in Å:
1 C 2.117 2.716 -1.433  -0.147
2 N 1.681 1.429 -1.924  0.015
3 C 0.985 0.689 -1.144  -0.406
4 N 0.628 0.958 0.141  0.133
5 C 1.175 -1.627 0.739  -0.444
6 O 2.326 -1.780 1.083  0.116
7 C 0.701 -1.863 -0.661  -0.173
8 N -0.567 -1.288 -1.072  0.085
9 C 0.638 -0.701 -1.605  -0.179
10 H 1.524 3.539 -1.872  0.083
11 H 2.062 2.842 -0.336  0.054
12 H 3.171 2.879 -1.695  0.073
13 H 1.086 1.685 0.671  0.085
14 H 1.021 -2.820 -1.074  0.158
15 H -1.046 -1.881 -1.744  0.113
16 H 0.926 -0.918 -2.636  0.147
17 H 0.528 -1.394 2.564  0.119
18 O 0.136 -1.395 1.680  0.037
19 H -0.065 0.342 0.711  0.132

The structure (SMILES) is C/N=C(\N)[C@@H]1N[C@@H]1C(=O)O. Its frontier orbital gap is 9.47 eV. The calculation puts the HOMO energy at -8.8 eV. The energy relative to the best compared isomer or geometry (same formula, charge and spin) comes out at 1.418 eV. As for the total charge: 0.

=====

C5H9N3O2 | ωB97M-V with the def2-TZVPD basis set

Each line ends with the Löwdin charge.
Atoms and positions in Å:
1 O 0.250 3.084 2.500  -0.020
2 N 0.284 0.865 1.594  0.187
3 O -0.730 -1.196 0.596  -0.007
4 C -0.273 1.956 2.207  -0.527
5 C -0.745 0.048 1.225  -0.300
6 N -1.644 1.770 2.314  0.102
7 N -2.001 0.609 1.515  0.116
8 C 1.496 -1.015 -2.486  -0.123
9 C 0.531 -1.328 -0.175  -0.194
10 C 0.467 -0.580 -1.474  -0.279
11 H -2.164 2.590 2.269  0.119
12 H -2.912 0.128 1.513  0.166
13 H 2.451 -0.498 -2.394  0.069
14 H 1.154 -0.747 -3.563  0.103
15 H 1.656 -2.128 -2.480  0.083
16 H 1.448 -0.933 0.324  0.131
17 H 0.719 -2.400 -0.314  0.126
18 H -0.618 -0.719 -1.804  0.137
19 H 0.630 0.495 -1.366  0.111

The structure (SMILES) is CCCOc1nc(=O)[nH][nH]1. Its frontier orbital gap is 9.84 eV. The calculation puts the HOMO energy at -9.2 eV. The energy relative to the best compared isomer or geometry (same formula, charge and spin) comes out at 1.859 eV. As for the total charge: 0.